(1)
The following is a quantum chemistry calculation of a cluster of 2 separate species, C3H6O2S in total at a distorted geometry, from OMol25.

## Properties
- Kohn-Sham gap (spin up / spin down) (Eh) = 0.1850 / 0.1849
- molar mass (g/mol) = 106.1
- E_tot (a.u.) = -666.4097
- ΔE to the lowest compared entry with this formula, charge and spin (kJ/mol) = 484.0
- charge = 0

Positions of all 12 atoms, in Å:
C  -0.501  1.401  1.510
C  0.223  0.420  0.933
C  -0.280  -0.118  -0.340
O  1.448  0.021  1.246
O  0.762  -0.452  -1.189
S  -0.367  -2.875  -2.983
H  -1.386  1.671  0.982
H  -0.233  1.649  2.441
H  -0.915  0.595  -0.744
H  -0.909  -1.015  -0.232
H  1.715  -0.517  0.460
H  0.441  -0.780  -2.084



(2)
The following is a quantum chemistry calculation of a cluster of 2 separate species, C3H6O2S in total at a distorted geometry, from OMol25.

## Properties
- Kohn-Sham gap (Eh) = 0.3113
- molar mass (g/mol) = 106.1
- E_tot (a.u.) = -666.4723
- ΔE to the lowest compared entry with this formula, charge and spin (kJ/mol) = 319.7
- charge = 0

Positions of all 12 atoms, in Å:
C  0.226  -1.705  -0.236
C  0.855  1.049  -0.162
C  -0.322  0.241  0.282
O  1.377  -1.871  -0.394
O  -1.377  0.453  -0.545
S  -0.872  0.146  2.011
H  -0.573  -2.389  -0.103
H  1.283  0.635  -1.138
H  0.722  2.133  -0.232
H  1.825  0.940  0.431
H  -0.994  0.264  -1.386
H  -2.151  0.104  1.473



(3)
The following is a quantum chemistry calculation of a cluster of 2 separate species, C3H6O3 in total, from OMol25.

## Properties
- Kohn-Sham gap (Eh) = 0.3973
- molar mass (g/mol) = 90.1
- E_tot (a.u.) = -343.5046
- ΔE to the lowest compared entry with this formula, charge and spin (kJ/mol) = 393.6
- SMILES = O[C@H]1[C@H]2O[C@@H]12.O
- charge = 0

Positions of all 12 atoms, in Å:
O  1.116  -0.600  -1.323
C  0.528  -1.132  -0.198
C  0.750  -0.614  1.191
O  0.266  0.715  0.942
C  -0.539  -0.431  0.587
H  1.087  0.366  -1.229
H  0.419  -2.212  -0.287
H  1.071  -0.946  2.168
H  -1.554  -0.560  0.935
O  -1.018  2.124  -1.159
H  -0.726  2.019  -0.244
H  -1.403  1.270  -1.384



(4)
The following is a quantum chemistry calculation of the molecule C3H6O3 at a distorted geometry, from OMol25.

## Properties
- Kohn-Sham gap (Eh) = 0.4140
- molar mass (g/mol) = 90.1
- E_tot (a.u.) = -343.5238
- ΔE to the lowest compared entry with this formula, charge and spin (kJ/mol) = 343.4
- SMILES = C1OCOCO1
- charge = 0

Positions of all 12 atoms, in Å:
C  -0.418  1.197  -0.047
O  -0.752  0.153  -1.106
C  -0.849  -1.044  -0.276
O  0.447  -1.248  0.072
C  0.899  -0.077  0.886
O  0.862  1.079  0.274
H  -0.986  1.168  0.864
H  -0.549  2.239  -0.558
H  -1.501  -1.047  0.502
H  -1.264  -1.912  -0.964
H  1.850  -0.614  1.205
H  0.191  -0.162  1.652



(5)
The following is a quantum chemistry calculation of the molecule C3H6O3, from OMol25.

## Properties
- Kohn-Sham gap (Eh) = 0.3809
- molar mass (g/mol) = 90.1
- E_tot (a.u.) = -343.5711
- ΔE to the lowest compared entry with this formula, charge and spin (kJ/mol) = 219.1
- SMILES = O[C@H]1[C@@H](O)[C@H]1O
- charge = 0

Positions of all 12 atoms, in Å:
O  0.503  -0.270  1.554
C  0.517  -0.813  0.266
C  0.613  0.246  -0.798
O  0.881  1.542  -0.390
C  -0.720  -0.427  -0.513
O  -1.721  0.132  0.298
H  -0.444  -0.096  1.732
H  1.003  -1.783  0.186
H  1.062  -0.012  -1.757
H  1.161  1.465  0.538
H  -1.113  -1.074  -1.290
H  -1.748  1.088  0.169



(6)
The following is a quantum chemistry calculation of the molecule C3H6O3 at a distorted geometry, from OMol25.

## Properties
- Kohn-Sham gap (Eh) = 0.3949
- molar mass (g/mol) = 90.1
- E_tot (a.u.) = -343.5338
- ΔE to the lowest compared entry with this formula, charge and spin (kJ/mol) = 317.0
- SMILES = OC[C@]1(O)CO1
- charge = 0

Positions of all 12 atoms, in Å:
O  -0.666  0.373  2.159
C  0.351  0.158  1.224
C  -0.122  -0.164  -0.176
O  -1.366  -0.659  -0.265
C  0.699  -0.135  -1.371
O  -0.258  0.869  -1.574
H  -1.511  0.168  1.736
H  1.006  -0.666  1.571
H  0.988  1.042  1.133
H  -1.509  -0.256  -1.169
H  0.684  -0.996  -2.040
H  1.704  0.266  -1.229



(7)
The following is a quantum chemistry calculation of a cluster of 2 separate species, C3H6O3 in total at a distorted geometry, from OMol25.

## Properties
- Kohn-Sham gap (spin up / spin down) (Eh) = 0.2819 / 0.2822
- molar mass (g/mol) = 90.1
- E_tot (a.u.) = -343.3843
- ΔE to the lowest compared entry with this formula, charge and spin (kJ/mol) = 709.6
- charge = 0

Positions of all 12 atoms, in Å:
C  -0.481  0.782  -1.175
C  0.746  0.876  0.873
C  -0.720  -0.480  -0.653
O  0.640  -1.003  -0.106
O  0.426  -2.154  0.711
O  -1.671  -1.177  -0.388
H  -0.556  -2.238  0.644
H  -1.328  1.441  -1.301
H  0.415  0.941  -1.755
H  0.820  0.193  1.709
H  1.677  1.152  0.400
H  0.033  1.668  1.041



(8)
The following is a quantum chemistry calculation of the molecule C3H6O3 at a distorted geometry, from OMol25.

## Properties
- Kohn-Sham gap (Eh) = 0.4062
- molar mass (g/mol) = 90.1
- E_tot (a.u.) = -343.6235
- ΔE to the lowest compared entry with this formula, charge and spin (kJ/mol) = 81.5
- SMILES = O=C(O)CCO
- charge = 0

Positions of all 12 atoms, in Å:
O  -1.985  -0.075  -0.677
C  -0.937  -0.617  -0.759
O  -0.819  -1.909  -1.142
C  0.383  -0.047  -0.322
C  0.155  0.969  0.770
O  1.346  1.279  1.517
H  -1.463  -2.295  -1.769
H  1.108  -0.740  0.131
H  0.942  0.372  -1.169
H  -0.270  1.921  0.470
H  -0.487  0.520  1.527
H  2.027  0.622  1.421



(9)
The following is a quantum chemistry calculation of the molecule C3H6O3, from OMol25.

## Properties
- Kohn-Sham gap (Eh) = 0.4189
- molar mass (g/mol) = 90.1
- E_tot (a.u.) = -343.6285
- ΔE to the lowest compared entry with this formula, charge and spin (kJ/mol) = 68.3
- SMILES = COC(=O)CO
- charge = 0

Positions of all 12 atoms, in Å:
C  2.051  -0.378  0.078
O  0.679  -0.645  0.390
C  -0.213  0.202  -0.122
O  0.055  1.167  -0.803
C  -1.637  -0.176  0.232
O  -2.525  0.836  -0.137
H  2.283  -0.748  -0.924
H  2.253  0.694  0.120
H  2.639  -0.915  0.822
H  -1.869  -1.124  -0.276
H  -1.699  -0.366  1.310
H  -2.018  1.452  -0.689



(10)
The following is a quantum chemistry calculation of a cluster of 2 separate species, C3H6O3 in total, from OMol25.

## Properties
- Kohn-Sham gap (Eh) = 0.3795
- molar mass (g/mol) = 90.1
- E_tot (a.u.) = -343.5622
- ΔE to the lowest compared entry with this formula, charge and spin (kJ/mol) = 242.4
- SMILES = O=CCO.C=O
- charge = 0

Positions of all 12 atoms, in Å:
O  0.130  1.912  -0.149
C  -0.046  0.747  -0.410
C  -1.242  -0.057  0.063
O  -2.204  0.023  -0.975
H  0.617  0.212  -1.128
H  -0.988  -1.114  0.180
H  -1.606  0.333  1.021
H  -2.468  0.950  -1.044
C  2.081  -0.757  0.708
O  1.293  -0.647  1.615
H  2.716  0.084  0.368
H  2.190  -1.706  0.149



Which of these has the lowest ΔE to the lowest compared entry with this formula, charge and spin? number 9



Number 2 is which compound? C3H6O2S



What did the sixth record say?
The following is a quantum chemistry calculation of the molecule C3H6O3 at a distorted geometry, from OMol25.

## Properties
- Kohn-Sham gap (Eh) = 0.3949
- molar mass (g/mol) = 90.1
- E_tot (a.u.) = -343.5338
- ΔE to the lowest compared entry with this formula, charge and spin (kJ/mol) = 317.0
- SMILES = OC[C@]1(O)CO1
- charge = 0

Positions of all 12 atoms, in Å:
O  -0.666  0.373  2.159
C  0.351  0.158  1.224
C  -0.122  -0.164  -0.176
O  -1.366  -0.659  -0.265
C  0.699  -0.135  -1.371
O  -0.258  0.869  -1.574
H  -1.511  0.168  1.736
H  1.006  -0.666  1.571
H  0.988  1.042  1.133
H  -1.509  -0.256  -1.169
H  0.684  -0.996  -2.040
H  1.704  0.266  -1.229